#one
C19H30N4O4S | ωB97M-V with the def2-TZVPD basis set

The geometry in XYZ format:
```
58
Properties=species:S:1:pos:R:3:nbo_charge:R:1
C -1.6582 -5.3258 1.4350 -0.627
C -2.3952 -4.1057 1.8957 -0.101
C -2.2448 -2.7946 1.3820 -0.266
C -3.0832 -1.9559 2.0951 -0.006
C -3.4110 -0.5148 2.2005 0.662
O -4.0435 -0.1448 3.1877 -0.661
N -3.0178 0.3661 1.2373 -0.436
C -3.2216 1.7881 1.4591 -0.219
C -1.9066 2.5526 1.5704 -0.438
C -1.0673 2.5165 0.2867 -0.214
N -0.2071 1.3564 0.0720 -0.471
C 1.0289 1.4003 0.8403 -0.222
C 2.1133 0.5463 0.1954 -0.236
N 2.3729 0.9699 -1.1700 -0.623
C 3.3276 1.9098 -1.4288 0.683
O 4.1588 2.2464 -0.6094 -0.617
C 3.2813 2.4962 -2.8484 -0.320
C 3.2230 1.4007 -3.9390 -0.404
C 4.6533 0.9078 -4.1015 -0.678
S 5.5733 2.4345 -4.2314 2.177
O 6.9038 2.2947 -3.7077 -0.928
O 5.3747 2.9497 -5.5644 -0.952
C 4.5148 3.3653 -3.1107 -0.683
C -0.8191 0.0263 0.1309 -0.238
C -2.3375 -0.0066 0.0135 -0.225
N -3.7216 -2.7403 3.0171 -0.474
C -3.3289 -4.0351 2.9104 0.166
C -3.8797 -5.0971 3.7995 -0.646
H -2.2755 -6.2215 1.5117 0.215
H -1.3613 -5.2252 0.3908 0.216
H -0.7516 -5.5015 2.0183 0.215
H -1.5624 -2.5295 0.5930 0.211
H -3.8043 2.1919 0.6226 0.182
H -3.8126 1.8957 2.3634 0.253
H -2.1452 3.5944 1.8004 0.219
H -1.3283 2.1680 2.4155 0.209
H -1.7359 2.6339 -0.5718 0.188
H -0.4058 3.3836 0.2624 0.208
H 1.3834 2.4327 0.8678 0.207
H 0.8877 1.0670 1.8812 0.177
H 3.0403 0.6409 0.7561 0.242
H 1.8327 -0.5080 0.1890 0.196
H 1.5607 0.9802 -1.7692 0.397
H 2.3751 3.1057 -2.8949 0.240
H 2.5493 0.5890 -3.6735 0.225
H 2.8772 1.8354 -4.8774 0.231
H 5.0129 0.3760 -3.2196 0.243
H 4.8427 0.3261 -5.0006 0.258
H 4.2818 4.2965 -3.6215 0.254
H 5.0713 3.5539 -2.1957 0.286
H -0.4048 -0.5986 -0.6705 0.189
H -0.5594 -0.4734 1.0758 0.189
H -2.6545 -1.0047 -0.2771 0.231
H -2.6785 0.6615 -0.7808 0.204
H -4.3540 -2.3378 3.6908 0.437
H -3.4713 -6.0677 3.5255 0.227
H -3.6254 -4.9144 4.8456 0.223
H -4.9671 -5.1573 3.7252 0.222
```

Its structure (SMILES) is Cc1cc(C(=O)N2CCCN(CCNC(=O)[C@@H]3CCS(=O)(=O)C3)CC2)[nH]c1C. The HOMO energy is -8.265 eV. The value obtained for the HOMO-LUMO gap is 8.557 eV.


#two
C19H30N4O4S | ωB97M-V with the def2-TZVPD basis set

The geometry in XYZ format:
```
58
Properties=species:S:1:pos:R:3:nbo_charge:R:1
C 2.9826 0.8742 -4.6125 -0.626
C 3.2281 0.2855 -3.2574 -0.104
C 2.3920 -0.6388 -2.5851 -0.262
C 2.9630 -0.9195 -1.3561 -0.009
C 2.7013 -1.7243 -0.1387 0.659
O 3.5146 -1.6430 0.7821 -0.666
N 1.5975 -2.5077 -0.0325 -0.431
C 1.3366 -3.1489 1.2553 -0.213
C 0.4951 -2.2812 2.1820 -0.435
C -0.8019 -1.7429 1.5651 -0.227
N -0.6440 -0.7784 0.4779 -0.478
C 0.1884 0.3659 0.8211 -0.238
C -0.1157 1.6003 -0.0298 -0.233
N -1.5422 1.8736 -0.1276 -0.608
C -2.2485 2.1430 1.0020 0.691
O -1.7244 2.5387 2.0274 -0.630
C -3.7491 1.8962 0.8873 -0.318
C -4.5335 2.6574 1.9686 -0.401
C -4.3886 1.8729 3.2683 -0.677
S -4.5564 0.1637 2.7738 2.172
O -3.6205 -0.6745 3.4783 -0.943
O -5.9568 -0.1813 2.7628 -0.948
C -4.0299 0.3915 1.0623 -0.685
C -0.4689 -1.3326 -0.8511 -0.232
C 0.4961 -2.5306 -0.9724 -0.236
N 4.1123 -0.1791 -1.2877 -0.474
C 4.2922 0.5500 -2.4172 0.164
C 5.4640 1.4552 -2.5893 -0.646
H 3.9168 1.1044 -5.1258 0.214
H 2.4287 0.1775 -5.2423 0.216
H 2.4038 1.7993 -4.5585 0.213
H 1.4827 -1.0405 -2.9964 0.210
H 0.8217 -4.0898 1.0453 0.187
H 2.2927 -3.3787 1.7180 0.241
H 0.2376 -2.8670 3.0688 0.220
H 1.1041 -1.4443 2.5312 0.214
H -1.4148 -2.5707 1.1911 0.191
H -1.3856 -1.2665 2.3572 0.228
H -0.0307 0.6149 1.8609 0.224
H 1.2681 0.1750 0.7593 0.188
H 0.3769 2.4612 0.4208 0.227
H 0.2743 1.4981 -1.0429 0.204
H -2.0388 1.3695 -0.8444 0.389
H -4.0720 2.2135 -0.1061 0.232
H -4.1487 3.6689 2.0836 0.241
H -5.5844 2.7135 1.6810 0.222
H -3.3966 1.9939 3.6961 0.271
H -5.1648 2.0718 4.0038 0.254
H -4.8637 0.0529 0.4506 0.254
H -3.1507 -0.2301 0.8851 0.273
H -1.4398 -1.6662 -1.2401 0.190
H -0.1305 -0.5287 -1.5043 0.201
H 0.8662 -2.6244 -1.9924 0.215
H -0.0535 -3.4500 -0.7684 0.204
H 4.7025 -0.2241 -0.4712 0.439
H 5.5610 1.7547 -3.6312 0.226
H 5.3621 2.3637 -1.9917 0.223
H 6.3920 0.9631 -2.2939 0.222
```

Its structure (SMILES) is Cc1cc(C(=O)N2CCCN(CCNC(=O)[C@@H]3CCS(=O)(=O)C3)CC2)[nH]c1C. The HOMO energy is -8.230 eV. The value obtained for the HOMO-LUMO gap is 8.669 eV.


#two is the most stable structure; the next one sits 5.1 kcal/mol above it.


#one
C14H21NO2 | ωB97M-V with the def2-TZVPD basis set

The geometry in XYZ format:
```
38
Properties=species:S:1:pos:R:3:nbo_charge:R:1
O 3.3655 4.8319 0.6998 -0.713
C 1.9782 4.6589 0.8577 -0.067
C 1.6282 3.3150 1.5091 -0.250
N 0.2319 3.2797 1.9109 -0.615
C -0.7219 3.1361 0.8129 -0.241
C -0.5734 1.8392 0.0573 -0.076
C -1.0439 0.6536 0.6015 -0.187
C -0.8588 -0.5631 -0.0327 -0.330
C -0.1787 -0.6189 -1.2449 0.382
O 0.0815 -1.7253 -1.9953 -0.508
C -0.2490 -3.0399 -1.5992 0.106
C 0.4591 -3.5452 -0.3293 -0.437
C -0.4665 -4.6428 0.1859 -0.401
C -1.8694 -4.0867 -0.0640 -0.402
C -1.7562 -3.3251 -1.3910 -0.448
C 0.2974 0.5735 -1.7966 -0.275
C 0.1042 1.7780 -1.1557 -0.187
H 3.7851 4.7804 1.5659 0.461
H 1.5447 5.4668 1.4635 0.163
H 1.5682 4.7212 -0.1513 0.170
H 1.9055 2.4969 0.8245 0.179
H 2.2295 3.2108 2.4191 0.188
H 0.0947 2.5057 2.5546 0.355
H -1.7196 3.1996 1.2572 0.205
H -0.5923 3.9859 0.1407 0.195
H -1.5761 0.6749 1.5434 0.205
H -1.2520 -1.4501 0.4331 0.214
H 0.1081 -3.6246 -2.4551 0.194
H 0.5477 -2.7390 0.3986 0.212
H 1.4615 -3.9089 -0.5500 0.217
H -0.2920 -4.8760 1.2353 0.214
H -0.3189 -5.5524 -0.3984 0.197
H -2.6196 -4.8746 -0.1113 0.214
H -2.1497 -3.4136 0.7482 0.195
H -2.3268 -2.3973 -1.3868 0.225
H -2.1289 -3.9331 -2.2147 0.214
H 0.8216 0.5230 -2.7379 0.223
H 0.4812 2.6854 -1.6051 0.210
```

Its structure (SMILES) is OCCNCc1ccc(OC2CCCC2)cc1. The HOMO energy is -8.265 eV. The value obtained for the HOMO-LUMO gap is 9.102 eV.


#two
C14H21NO2 | ωB97M-V with the def2-TZVPD basis set

The geometry in XYZ format:
```
38
Properties=species:S:1:pos:R:3:nbo_charge:R:1
C -1.4110 3.6127 -1.6531 -0.611
C -0.6730 2.1869 -1.0986 -0.395
C -0.1725 1.5700 -2.3272 -0.350
C 1.1906 2.2255 -2.8488 -0.353
C 2.3216 2.1886 -1.7890 -0.608
C 0.0367 0.2246 -1.8921 0.704
O 0.0466 -0.9489 -2.8285 -0.760
N 0.5864 -0.2172 -0.7587 -0.566
C 0.9416 -1.4700 -0.1241 -0.320
C -0.2409 -1.8499 0.7489 0.024
C -1.8589 -1.8582 0.4259 -0.139
C -2.6111 -2.0391 1.4378 -0.284
C -2.3999 -2.4768 2.5979 -0.189
C -1.0866 -2.3185 3.1326 -0.294
C -0.1994 -2.1551 2.2595 0.260
O 1.2446 -2.1315 2.5551 -0.597
C 1.7560 -2.7320 3.8751 -0.259
H -2.1791 3.2284 -2.3865 0.206
H -0.6699 4.0975 -2.2971 0.196
H -1.8754 4.3238 -0.7642 0.219
H -0.0503 2.5541 -0.4290 0.208
H -1.6909 1.5943 -0.8100 0.230
H -0.5944 1.4277 -3.0867 0.225
H 0.8871 3.0981 -3.2820 0.202
H 1.4671 1.5027 -3.7360 0.229
H 2.2244 2.7374 -1.0291 0.182
H 2.5954 1.0933 -1.6029 0.228
H 3.2804 2.5665 -2.3022 0.216
H 0.5387 0.5589 0.0106 0.379
H 0.5073 -2.1905 -0.9638 0.304
H 1.8737 -1.6410 0.3873 0.265
H -1.8860 -1.5772 -0.4687 0.198
H -3.5583 -2.1854 0.9202 0.221
H -3.1108 -2.4417 3.4747 0.217
H -0.7324 -2.6967 4.1655 0.234
H 2.8008 -2.4822 3.9086 0.216
H 1.3168 -3.6557 3.9692 0.195
H 1.3851 -1.7234 4.6095 0.169
```

Its structure (SMILES) is CCC(CC)C(=O)NCc1ccccc1OC. The HOMO energy is -8.048 eV. The value obtained for the HOMO-LUMO gap is 8.473 eV.


#one is the most stable structure; the next one sits 291.9 kcal/mol above it.


#one
C5H9N3 | ωB97M-V with the def2-TZVPD basis set

The geometry in XYZ format:
```
17
Properties=species:S:1:pos:R:3:nbo_charge:R:1
H -2.8738 -0.6191 -0.3979 0.338
N -2.1705 -1.2972 -0.3836 -0.718
C -1.1119 -0.8459 0.1971 0.443
N 0.0739 -1.5927 0.0491 -0.630
C 1.4128 -1.0988 0.2501 -0.224
C 1.6003 0.2619 -0.4605 -0.198
N 0.3719 1.0446 -0.0115 -0.459
C -0.8343 1.8945 -0.1984 -0.212
C -0.8084 0.6187 0.6047 -0.127
H -0.1309 -2.3852 -0.5026 0.404
H 1.6664 -0.9070 1.3589 0.196
H 2.0880 -1.8200 -0.1763 0.222
H 2.4688 0.8528 -0.0817 0.202
H 1.6202 0.3664 -1.5724 0.203
H -1.5357 2.1292 -0.9826 0.209
H -0.9218 2.7319 0.5869 0.182
H -0.9150 0.6658 1.7206 0.168
```

Its structure (SMILES) is [H]/N=C1/NCCN2C[C@@H]12. The HOMO energy is -8.111 eV. The value obtained for the HOMO-LUMO gap is 9.098 eV.


#two
C5H9N3 | ωB97M-V with the def2-TZVPD basis set

The geometry in XYZ format:
```
17
Properties=species:S:1:pos:R:3:nbo_charge:R:1
C 2.3402 -0.1440 0.3782 -0.447
N 1.2885 -0.1180 -0.7835 -0.456
N -0.1158 -0.1739 -0.3192 -0.214
C -0.6751 -1.4052 0.0323 -0.155
C -2.0556 -1.1697 0.0779 -0.252
C -2.2498 0.2962 -0.1202 -0.389
C -0.9401 0.7704 -0.1446 0.337
N -0.5363 2.1038 -0.1530 -0.813
H 2.5417 -1.2479 0.6670 0.184
H 3.1765 0.3155 0.0524 0.195
H 2.2627 0.1399 1.4053 0.227
H 1.5627 -0.7810 -1.4633 0.378
H -0.0890 -2.3234 -0.6106 0.191
H -2.7028 -1.9527 0.2647 0.213
H -3.2116 0.7428 0.1472 0.226
H -1.1623 2.5289 0.4975 0.377
H 0.5662 2.4185 0.0720 0.398
```

Its structure (SMILES) is CNn1cccc1N. The HOMO energy is -7.479 eV. The value obtained for the HOMO-LUMO gap is 8.336 eV.


#one is the most stable structure; the next one sits 25.8 kcal/mol above it.


#one
C5H9N3 | ωB97M-V with the def2-TZVPD basis set

The geometry in XYZ format:
```
17
Properties=species:S:1:pos:R:3:nbo_charge:R:1
H 3.4082 0.2151 -0.6904 0.344
N 2.4894 0.4486 -0.3566 -0.691
C 1.8652 -0.6780 -0.3050 0.289
N 0.6144 -0.7589 0.2581 -0.256
C 0.1329 0.4219 1.0535 -0.285
C -0.3963 1.5375 0.1290 -0.202
C -1.4376 1.5947 -0.6293 -0.380
N -0.2275 -1.6491 -0.2458 -0.223
C -1.4188 -1.9219 -0.0574 -0.159
H 2.1986 -1.6989 -0.5462 0.178
H 0.9949 0.7577 1.5480 0.235
H -0.5225 0.0168 1.8837 0.215
H 0.2063 2.4524 0.2062 0.211
H -2.1484 0.7138 -0.8061 0.181
H -1.8448 2.3780 -1.2885 0.211
H -1.9428 -1.2688 0.6207 0.139
H -1.9714 -2.5609 -0.7738 0.195
```

Its structure (SMILES) is [H]/N=C/N(CC=C)N=C. The HOMO energy is -8.766 eV. The value obtained for the HOMO-LUMO gap is 9.834 eV.


#two
C5H9N3 | ωB97M-V with the def2-TZVPD basis set

The geometry in XYZ format:
```
17
Properties=species:S:1:pos:R:3:nbo_charge:R:1
C -0.1216 0.5208 1.8358 0.313
C 0.4736 -1.2605 0.3448 -0.323
C 1.3099 -0.0415 -0.0657 -0.074
C 0.4183 0.9166 -1.0323 -0.149
C -0.4914 0.1251 -2.0888 -0.210
H -2.3214 0.3854 2.1530 0.405
H 0.1575 1.4616 2.8521 0.222
H 1.2951 -2.1704 0.3671 0.223
H -0.6493 -1.4421 0.3439 0.279
H 2.4169 -0.3453 -0.3599 0.230
H 0.8492 1.8787 -1.4419 0.211
H -0.2102 -1.0929 -2.0246 0.170
H -0.6084 0.7209 -2.9629 0.204
H -1.0667 -0.0112 0.0808 0.411
N -1.4168 0.0155 1.5519 -0.776
N 0.9792 -0.2799 1.3775 -0.464
N -1.0138 0.6192 -0.9309 -0.671
```

The HOMO energy is -8.310 eV. The value obtained for the HOMO-LUMO gap is 8.658 eV.


#three
C5H9N3 | ωB97M-V with the def2-TZVPD basis set

The geometry in XYZ format:
```
17
Properties=species:S:1:pos:R:3:nbo_charge:R:1
C 2.1500 1.2379 -0.3307 -0.407
C 1.0218 0.9465 0.2894 -0.209
C 0.8150 -0.5269 0.3756 -0.173
N 1.7103 -1.5524 -0.3079 -0.803
C -0.5493 -0.9486 0.1519 0.124
N -1.4780 -0.0833 -0.2320 -0.317
N -2.7328 -0.4982 -0.1444 -0.279
C -3.5897 0.4632 -0.1410 -0.052
H 2.6149 2.3589 -0.4717 0.197
H 2.9700 0.5241 -0.5863 0.192
H 0.3580 1.7101 0.6845 0.244
H 1.0900 -0.6845 1.4956 0.224
H 1.7221 -1.2024 -1.2863 0.363
H 2.6780 -1.4522 0.1779 0.365
H -0.9699 -2.0409 0.3636 0.196
H -4.5746 0.2094 -0.2503 0.176
H -3.2358 1.5392 0.2121 0.162
```

Its structure (SMILES) is C=C[C@H](N)/C=N/N=C. The HOMO energy is -8.923 eV. The value obtained for the HOMO-LUMO gap is 9.131 eV.


#four
C5H9N3 | ωB97M-V with the def2-TZVPD basis set

The geometry in XYZ format:
```
17
Properties=species:S:1:pos:R:3:nbo_charge:R:1
C -1.6140 -1.2531 -1.1007 -0.391
N -0.5780 -1.4178 -0.1044 -0.643
C 0.4183 -0.3512 0.0240 0.017
C 1.7137 -0.1311 -0.5575 -0.342
C 2.1137 1.0591 -0.0299 -0.051
N 1.1433 1.6505 0.6856 -0.531
C 0.0903 0.7028 0.7984 0.255
N -0.9222 0.8144 1.8083 -0.811
H -2.0810 -2.3247 -1.2768 0.192
H -2.3870 -0.5998 -0.8809 0.189
H -1.0813 -1.0627 -2.1530 0.164
H -0.0959 -2.2874 -0.2951 0.364
H 2.4088 -0.6666 -1.2442 0.235
H 2.9285 1.7001 -0.3218 0.202
H 1.0356 2.4443 1.2913 0.416
H -1.5125 0.1027 1.5993 0.373
H -1.5804 1.6209 1.7575 0.362
```

Its structure (SMILES) is CNc1cc[nH]c1N. The HOMO energy is -7.418 eV. The value obtained for the HOMO-LUMO gap is 8.407 eV.


#four is the most stable structure; the next one sits 41.7 kcal/mol above it.